# 1
2 unconnected molecules or ions with the total composition C4H5NO at a distorted geometry, computed with the ωB97M-V functional and the def2-TZVPD basis.

Energy relative to the best compared isomer or geometry (same formula, charge and spin) = 371.6 kJ/mol
F_max = 1.2 eV/A
Electronic energy = -285.27305 Ha

ORCA input file:
```
! RIJCOSX wB97M-V def2-TZVPD def2/J DEFGRID3
* xyz 0 1
C -1.171 0.280 -0.897
N -1.158 -0.703 -0.102
C 0.366 -0.932 1.428
O -0.034 -1.891 1.960
C 1.115 0.154 1.203
C 1.398 0.865 0.125
H -1.251 0.192 -1.978
H 0.999 0.611 -0.865
H -1.118 1.281 -0.467
H -1.159 -1.619 -0.546
H 2.013 1.760 0.137
*
```

Löwdin atomic charge list, values in e, 5 entries: number 1, C, carries -0.114; number 2, N, carries 0.029; number 3, C, carries -0.287; number 4, O, carries 0.142; number 5, C, carries -0.083


# 2
A molecular structure, C2H2FHgMgO2 at a distorted geometry, computed with the ωB97M-V functional and the def2-TZVPD basis.

Energy relative to the best compared isomer or geometry (same formula, charge and spin) = 41.3 kJ/mol
<S²> = 1.56
F_max = 4.6 eV/A
Electronic energy = -680.34117 Ha

ORCA input file:
```
! RIJCOSX wB97M-V def2-TZVPD def2/J DEFGRID3
* xyz 2 2
C -0.675 0.626 -0.405
C -1.794 1.297 -0.954
O -0.784 -0.470 0.102
F 0.328 0.225 1.733
H 1.370 -0.260 -1.755
H -2.761 1.229 -0.430
Hg 0.876 -2.048 0.836
Mg 1.734 1.066 0.707
O 1.006 0.194 -0.987
*
```

Löwdin atomic charge list, values in e, 5 entries: number 1, C, carries -0.295; number 2, C, carries 0.470; number 3, O, carries -0.064; number 4, F, carries -0.489; number 5, H, carries 0.093


# 3
C5H12N in the gas phase at a distorted geometry, computed with the ωB97M-V functional and the def2-TZVPD basis.

Energy relative to the best compared isomer or geometry (same formula, charge and spin) = 116.8 kJ/mol
<S²> = 0.75
F_max = 1.1 eV/A
Electronic energy = -252.34128 Ha

ORCA input file:
```
! RIJCOSX wB97M-V def2-TZVPD def2/J DEFGRID3
* xyz 0 2
C 0.256 1.058 1.586
C -0.338 0.875 0.193
N -1.170 -0.401 0.136
C -0.440 -1.426 -0.686
C 0.954 -0.848 -0.826
C 0.687 0.662 -0.903
H -0.546 1.271 2.286
H 0.796 0.191 1.955
H 0.918 1.926 1.558
H -1.092 1.643 0.034
H -1.406 -0.740 1.086
H -2.149 -0.333 -0.292
H -0.906 -1.450 -1.662
H -0.495 -2.370 -0.147
H 1.438 -1.222 -1.728
H 1.614 -1.065 0.016
H 1.595 1.240 -0.743
H 0.284 0.988 -1.862
*
```

Löwdin atomic charge list, values in e, 5 entries: number 1, C, carries -0.077; number 2, C, carries -0.382; number 3, N, carries -0.015; number 4, C, carries -0.228; number 5, C, carries -0.180


# 4
A molecular structure, C14H42BF4O7S7Y at a distorted geometry, computed with the ωB97M-V functional and the def2-TZVPD basis.

<S²> = 0.76
F_max = 4.7 eV/A
Electronic energy = -4334.38527 Ha

ORCA input file:
```
! RIJCOSX wB97M-V def2-TZVPD def2/J DEFGRID3
* xyz 3 2
Y 23.068 6.039 -14.496
B 24.539 4.348 -11.127
F 24.652 5.324 -10.155
F 23.854 3.296 -10.518
F 23.903 4.865 -12.218
F 25.865 3.954 -11.470
C 19.653 7.079 -11.383
S 20.259 5.413 -11.872
O 21.489 5.518 -12.807
C 21.156 5.173 -10.293
H 20.498 7.703 -11.089
H 18.957 7.006 -10.547
H 19.036 7.475 -12.189
H 21.453 4.126 -10.244
H 20.653 5.303 -9.334
H 22.031 5.821 -10.242
C 23.747 1.500 -15.473
S 24.149 2.567 -14.007
O 24.163 3.988 -14.618
C 25.926 2.112 -14.027
H 22.701 1.201 -15.410
H 24.436 0.699 -15.740
H 23.701 2.238 -16.274
H 26.187 1.118 -13.663
H 26.560 2.708 -13.371
H 26.189 2.337 -15.061
C 23.458 9.190 -10.704
S 24.453 8.287 -11.999
O 23.422 7.353 -12.669
C 24.774 9.708 -13.183
H 24.032 9.929 -10.145
H 23.025 8.573 -9.916
H 22.627 9.723 -11.166
H 25.516 9.509 -13.956
H 25.105 10.559 -12.587
H 23.788 9.897 -13.607
C 27.906 4.076 -8.436
S 26.398 4.347 -7.515
O 26.644 4.003 -6.048
C 26.285 6.177 -7.682
H 27.740 4.140 -9.511
H 28.292 3.077 -8.231
H 28.813 4.612 -8.157
H 26.240 6.391 -8.750
H 27.031 6.653 -7.046
H 25.303 6.460 -7.302
C 22.845 4.246 -7.290
S 23.144 4.991 -5.627
O 21.881 5.754 -5.379
C 22.953 3.360 -4.783
H 21.772 4.053 -7.301
H 23.478 3.383 -7.498
H 23.104 4.964 -8.067
H 21.994 2.929 -5.073
H 22.898 3.638 -3.731
H 23.664 2.569 -5.021
C 26.587 -1.404 -9.698
S 26.692 0.165 -8.674
O 28.122 0.682 -8.569
C 25.817 1.181 -9.978
H 27.076 -2.278 -9.268
H 27.055 -1.238 -10.667
H 25.507 -1.464 -9.835
H 26.459 1.411 -10.829
H 25.513 2.120 -9.515
H 24.936 0.758 -10.460
C 27.307 6.549 -12.776
S 26.600 5.729 -14.215
O 25.294 6.451 -14.527
C 27.778 6.481 -15.379
H 26.764 6.013 -11.997
H 27.203 7.631 -12.695
H 28.380 6.383 -12.677
H 28.745 6.251 -14.932
H 27.629 7.536 -15.608
H 27.858 6.022 -16.364
*
```

Löwdin atomic charge list, values in e, 5 entries: number 1, Y, carries 1.883; number 2, B, carries -1.413; number 3, F, carries 0.119; number 4, F, carries 0.125; number 5, F, carries 0.079


# 5
11 unconnected molecules or ions with the total composition C21H52F2N11O20S4 at a distorted geometry, computed with the ωB97M-V functional and the def2-TZVPD basis.

<S²> = 0.75
F_max = 12.0 eV/A
Electronic energy = -4730.70015 Ha

ORCA input file:
```
! RIJCOSX wB97M-V def2-TZVPD def2/J DEFGRID3
* xyz 0 2
N -0.930 0.909 0.444
S 0.502 0.751 0.795
O 1.619 1.430 0.132
O 0.875 -0.518 1.438
F 0.325 1.758 2.012
S -0.858 0.314 -1.097
O -0.795 -1.173 -1.267
O -0.165 1.084 -2.125
F -2.375 0.678 -1.464
C -4.869 -1.411 -3.688
O -5.572 -2.321 -3.319
N -3.609 -1.294 -3.645
N -5.340 -0.345 -4.320
H -3.076 -2.051 -3.243
H -3.144 -0.411 -3.801
H -6.270 -0.344 -4.712
H -4.636 0.321 -4.605
C -1.940 -3.347 2.073
O -2.580 -4.195 1.535
N -1.709 -2.206 1.477
N -1.432 -3.465 3.270
H -1.052 -1.574 1.912
H -2.137 -2.049 0.576
H -0.882 -2.750 3.725
H -1.614 -4.254 3.874
C -2.207 4.366 1.212
O -2.531 5.527 1.389
N -1.799 3.942 0.027
N -2.004 3.516 2.180
H -1.572 4.691 -0.612
H -1.555 2.972 -0.108
H -1.789 2.541 2.027
H -2.132 3.856 3.122
C -3.510 0.409 2.763
O -4.314 0.192 3.578
N -3.779 0.798 1.523
N -2.269 0.315 2.920
H -3.089 0.925 0.796
H -4.761 0.987 1.387
H -1.666 0.244 2.113
H -2.037 0.045 3.866
C -2.051 1.635 -5.789
O -3.036 1.071 -5.438
N -0.816 1.577 -5.351
N -2.051 2.648 -6.646
H -0.097 2.172 -5.737
H -0.480 0.746 -4.886
H -1.255 3.187 -6.957
H -2.941 2.984 -6.986
C 4.416 -1.703 -2.948
C 3.042 -1.629 -2.173
O 2.998 -0.293 -1.659
S 4.495 0.447 -1.755
O 4.949 1.002 -0.535
O 4.492 1.434 -2.866
O 5.279 -0.879 -2.263
H 4.446 -1.336 -3.973
H 4.915 -2.671 -2.912
H 2.779 -2.317 -1.369
H 2.172 -1.578 -2.827
C 1.319 5.598 1.073
C 1.880 4.450 0.359
O 2.801 5.113 -0.539
S 3.811 6.124 0.321
O 4.257 7.349 -0.394
O 4.833 5.453 1.095
O 2.478 6.432 1.380
H 0.962 5.307 2.061
H 0.545 6.155 0.545
H 1.230 3.998 -0.390
H 2.342 3.711 1.013
C -2.431 -3.979 -2.773
C -2.936 -4.939 -3.822
C -1.872 -5.916 -3.905
O -1.405 -5.992 -2.573
C -1.692 -4.882 -1.767
H -3.136 -3.389 -2.187
H -1.725 -3.264 -3.196
H -3.111 -4.517 -4.812
H -3.870 -5.431 -3.549
H -1.047 -5.528 -4.503
H -2.092 -6.905 -4.307
H -0.895 -4.389 -1.211
H -2.500 -5.244 -1.132
C 2.520 4.969 5.846
C 2.706 3.701 4.968
C 1.522 2.808 5.293
O 1.128 3.089 6.597
C 1.547 4.416 6.876
H 2.028 5.764 5.286
H 3.391 5.293 6.414
H 3.543 3.067 5.260
H 2.892 4.072 3.960
H 1.733 1.740 5.238
H 0.672 3.036 4.651
H 1.920 4.471 7.899
H 0.670 5.062 6.824
C 3.611 -4.298 0.598
C 2.117 -4.157 0.910
C 1.772 -5.440 1.698
O 2.998 -6.068 1.948
C 4.020 -5.110 1.832
H 4.066 -3.311 0.513
H 3.849 -4.891 -0.285
H 1.479 -3.910 0.061
H 2.065 -3.264 1.533
H 1.170 -6.078 1.051
H 1.223 -5.220 2.613
H 4.943 -5.671 1.683
H 4.087 -4.747 2.858
*
```

Löwdin atomic charge list, values in e, 5 entries: number 1, N, carries -0.308; number 2, S, carries 0.440; number 3, O, carries -0.254; number 4, O, carries -0.281; number 5, F, carries -0.186


# 6
2 unconnected molecules or ions with the total composition C24H28N3O at a distorted geometry, computed with the ωB97M-V functional and the def2-TZVPD basis.

Energy relative to the best compared isomer or geometry (same formula, charge and spin) = 226.9 kJ/mol
F_max = 1.7 eV/A
Electronic energy = -1170.52854 Ha

ORCA input file:
```
! RIJCOSX wB97M-V def2-TZVPD def2/J DEFGRID3
* xyz 1 1
C -5.805 -1.727 3.655
C -5.896 -1.661 2.261
C -5.117 -2.507 1.462
C -4.247 -3.396 2.104
O -3.259 -4.094 1.392
C -2.307 -3.318 0.741
C -1.124 -2.975 1.423
C -0.265 -2.061 0.848
C -0.518 -1.517 -0.448
C 0.442 -0.660 -1.021
C 0.252 -0.042 -2.291
C 1.313 -0.027 -3.233
C 1.125 0.478 -4.514
C -0.138 0.959 -4.903
C -1.205 0.943 -3.993
C -1.016 0.479 -2.702
C -1.672 -1.994 -1.144
C -2.569 -2.858 -0.553
C -4.226 -3.550 3.490
C -4.971 -2.665 4.268
H -6.396 -1.046 4.268
H -6.566 -0.948 1.776
H -5.158 -2.474 0.370
H -0.912 -3.419 2.397
H 0.641 -1.749 1.364
H 1.417 -0.602 -0.543
H 2.261 -0.478 -2.938
H 1.957 0.461 -5.220
H -0.296 1.284 -5.931
H -2.203 1.271 -4.307
H -1.842 0.478 -1.983
H -1.850 -1.676 -2.167
H -3.469 -3.188 -1.070
H -3.569 -4.307 3.920
H -4.891 -2.726 5.355
C 4.892 2.939 -0.743
N 3.884 1.907 -0.666
C 4.038 0.773 -1.543
C 2.998 1.822 0.368
N 2.167 0.813 0.413
N 3.094 2.847 1.323
C 2.915 4.227 0.892
C 2.648 2.591 2.683
H 5.273 3.185 0.260
H 5.719 2.574 -1.355
H 4.511 3.857 -1.218
H 3.441 -0.024 -1.104
H 3.676 1.001 -2.553
H 5.099 0.494 -1.594
H 1.504 0.911 1.185
H 2.163 4.312 0.099
H 2.573 4.799 1.756
H 3.859 4.670 0.560
H 3.093 1.664 3.058
H 2.981 3.426 3.306
H 1.554 2.527 2.739
*
```

Löwdin atomic charge list, values in e, 5 entries: number 1, C, carries -0.082; number 2, C, carries -0.069; number 3, C, carries -0.010; number 4, C, carries -0.245; number 5, O, carries 0.010